ORCA calculation (the ωB97M-V functional and the def2-TZVPD basis) on a 8-piece molecular cluster, C26H74N10O8 overall.

Summary:
* frontier orbital gap: 0.2931 Ha
* LUMO energy: -0.055 eV
* SMILES string: COC[C@H](C)N.COC[C@H](C)N.COC[C@H](C)N.COC[C@H](C)N.COC[C@H](C)N.COC[C@H](C)N.NC(N)=O.NC(N)=O
* E_HOMO: -8.0317 eV

```
118
Properties=species:S:1:pos:R:3:forces:R:3
C 0.4882 -2.3008 -1.2016 -0.52 -0.38 -0.58
O 0.1668 -1.1056 -1.8990 0.31 0.17 0.20
C 1.0401 -0.0251 -1.6602 -0.59 0.25 1.11
C 0.9448 0.5921 -0.2249 1.00 0.44 0.02
C -0.3680 1.2253 0.1532 -0.53 -1.43 -0.08
N 1.9813 1.6203 -0.2496 0.49 -0.28 -1.05
H 1.4623 -2.7274 -1.4411 0.43 0.39 -0.35
H -0.2315 -3.0133 -1.6045 -0.09 -0.20 0.41
H 0.4393 -2.2604 -0.1135 -0.31 0.33 0.01
H 2.0725 -0.3337 -1.8241 0.32 -0.15 0.01
H 0.8360 0.7787 -2.3676 -0.26 -0.09 -0.12
H 1.3375 -0.1239 0.4972 -0.88 -0.68 0.25
H -0.7700 1.7363 -0.7216 -0.09 0.44 0.35
H -0.3146 1.8018 1.0768 0.26 0.50 -0.28
H -1.0659 0.4324 0.4221 -0.30 -0.10 -0.27
H 2.7912 1.0499 -0.4467 0.84 0.70 -0.01
H 2.1696 2.1719 0.5752 -0.25 -0.55 0.24
C -4.7090 -1.9617 1.9118 1.36 -0.99 0.53
O -4.5370 -2.7092 0.7161 -0.20 -0.43 -0.48
C -4.0906 -2.0122 -0.4185 -0.21 1.39 -1.36
C -4.9968 -0.8519 -0.8740 -0.52 0.94 -0.49
C -6.3392 -1.3149 -1.5272 1.15 -0.97 1.37
N -4.2092 0.0304 -1.7891 0.05 -1.02 0.75
H -5.6576 -1.4387 2.0335 0.24 0.27 -0.36
H -3.7883 -1.4175 2.1219 -0.27 1.12 -0.40
H -4.5991 -2.6741 2.7294 -0.69 -0.46 -0.05
H -3.0799 -1.6047 -0.3945 0.34 0.31 1.17
H -3.9500 -2.6152 -1.3155 -0.61 -1.18 0.33
H -5.1679 -0.2490 0.0177 -0.45 0.07 0.06
H -7.0218 -0.5215 -1.8317 0.27 -0.05 -0.11
H -6.8256 -1.9644 -0.7995 -0.44 0.22 0.27
H -6.0982 -2.0468 -2.2981 -0.03 0.46 -0.63
H -3.6492 -0.6169 -2.3253 0.35 0.23 -0.56
H -4.8080 0.5173 -2.4406 -0.15 -0.03 -0.02
C -1.9530 4.1327 2.9832 -0.02 -0.28 0.97
O -2.9336 4.2116 4.0177 -0.58 0.83 -0.49
C -2.8623 5.4563 4.7223 0.01 -0.48 -0.16
C -3.8615 5.6367 5.8682 0.20 1.76 -2.60
C -3.6877 7.1121 6.3257 -0.56 -0.62 0.39
N -3.4942 4.7354 6.8585 0.38 -1.18 2.73
H -2.0951 3.2168 2.4096 -0.30 0.09 0.08
H -0.9927 4.0491 3.4921 0.50 0.12 -0.19
H -1.9328 4.9913 2.3121 -0.20 0.14 0.01
H -1.9004 5.4606 5.2350 0.52 0.30 -0.04
H -2.8909 6.3409 4.0860 -0.11 -0.17 -0.57
H -4.8894 5.4612 5.5510 -0.06 -0.04 -0.18
H -2.6274 7.2162 6.5563 -0.01 0.49 0.07
H -4.2825 7.2377 7.2303 0.22 -0.05 0.35
H -4.0684 7.9122 5.6908 0.32 -0.27 -0.53
H -2.4902 4.6390 6.9111 0.32 -0.31 -0.45
H -3.6458 5.2023 7.7412 -0.62 -0.33 0.58
C -0.3884 -5.2499 -4.9168 -0.30 0.36 -0.94
O -0.6497 -3.9691 -5.4645 0.21 0.91 0.08
C 0.4665 -3.0522 -5.2843 -2.22 -0.40 -0.05
C 0.0928 -1.6960 -5.9298 1.25 -0.74 -2.89
C 0.1759 -1.7059 -7.5156 -0.44 -0.70 0.89
N 1.0346 -0.6729 -5.4869 -1.10 0.13 0.72
H -0.1247 -5.1662 -3.8625 0.48 -0.35 -0.03
H 0.3140 -5.6902 -5.6246 0.75 -0.50 0.73
H -1.2713 -5.8832 -5.0032 -0.28 0.34 0.11
H 0.5560 -2.8703 -4.2133 0.20 0.04 0.30
H 1.3825 -3.5348 -5.6249 0.25 0.25 -0.40
H -0.9876 -1.5669 -5.8642 0.22 0.77 1.44
H 1.0137 -2.3243 -7.8377 -0.18 -0.17 -0.28
H 0.2378 -0.7455 -8.0274 0.26 0.31 0.69
H -0.8014 -2.0821 -7.8179 0.34 -0.66 -0.51
H 0.9555 -0.6573 -4.4801 0.25 0.35 0.42
H 1.9603 -1.0249 -5.6850 0.26 0.05 -0.14
C 6.9677 5.6742 -2.1540 -0.72 -0.79 -0.47
O 6.0759 5.2129 -3.1862 1.04 0.66 -0.40
C 4.6986 5.1963 -2.9174 -0.11 -1.48 1.73
C 4.2997 3.8422 -2.2168 -1.73 -1.12 -1.13
C 4.4850 2.6235 -3.1755 1.26 1.05 0.21
N 2.8516 3.8665 -1.9589 -0.35 1.47 -0.12
H 7.1135 4.8773 -1.4248 -0.26 0.11 0.43
H 6.5873 6.5890 -1.6996 0.03 0.00 0.16
H 7.9626 5.8356 -2.5691 -0.25 0.21 -0.41
H 4.3992 5.9759 -2.2169 0.11 0.40 0.08
H 4.1187 5.3390 -3.8292 0.21 -0.23 -0.13
H 4.7867 3.7002 -1.2521 0.74 0.14 -0.15
H 4.1511 2.9189 -4.1702 -0.26 -0.15 0.02
H 4.0069 1.6909 -2.8760 -0.25 0.24 0.25
H 5.5522 2.4211 -3.2663 0.12 -0.13 -0.10
H 2.6863 4.5065 -1.1952 -0.04 0.46 0.09
H 2.4149 3.0228 -1.6159 0.56 -0.52 -0.25
C 2.1434 -4.5728 1.0225 -0.34 -0.09 0.19
O 1.0557 -3.8588 1.6277 1.23 -0.10 -0.58
C 1.0804 -3.5930 3.0119 -0.44 -1.70 0.17
C 0.9983 -4.8660 3.9348 1.64 0.19 0.70
C 2.3108 -5.7242 4.0740 0.42 -0.18 -1.24
N -0.1716 -5.6623 3.6938 -0.79 0.28 -0.25
H 3.1446 -4.4028 1.4184 -0.08 0.59 0.43
H 2.1445 -4.2560 -0.0204 -0.05 -0.47 0.02
H 1.9657 -5.6378 1.1719 -0.02 -0.14 -0.58
H 1.9651 -3.0362 3.3206 0.04 0.28 -0.14
H 0.1545 -3.0189 3.0468 0.14 0.19 1.03
H 0.9929 -4.4346 4.9358 -0.85 0.26 0.20
H 2.2276 -6.5681 4.7588 -0.61 0.08 0.10
H 3.2357 -5.2446 4.3942 -0.26 0.79 0.19
H 2.6097 -6.1563 3.1190 -0.22 -0.23 -0.10
H -0.2998 -5.9630 2.7382 0.23 0.03 -0.06
H -0.3150 -6.4614 4.2946 0.33 0.15 0.14
N -1.3174 -5.1121 0.7478 1.88 1.10 2.86
C -1.6422 -5.7014 -0.3625 1.82 -2.04 -3.34
N -2.9173 -5.6793 -0.5720 -5.38 0.06 -0.68
O -0.8971 -6.2477 -1.1975 0.49 0.80 0.88
H -0.3440 -4.8963 0.9093 -0.23 0.20 0.31
H -2.0225 -4.8121 1.4058 0.40 0.16 -0.17
H -3.3576 -5.9659 -1.4346 0.60 -0.20 0.22
H -3.5483 -5.2987 0.1186 0.05 0.13 -0.27
N 3.8082 4.3506 3.2786 2.19 0.19 4.77
C 3.3351 4.3385 2.0942 2.86 1.71 -3.06
N 2.2553 3.6764 2.0016 -6.15 -2.81 -1.52
O 3.8624 4.8248 1.1126 0.65 1.03 -0.90
H 4.7714 4.6245 3.4100 -0.30 -0.20 0.30
H 3.2897 3.7520 3.9055 0.97 0.41 0.64
H 1.7345 3.9229 1.1721 -0.33 -0.35 0.16
H 1.7786 3.1995 2.7536 0.01 0.36 -0.19
```
Forces are in eV/Å.